(1)
Formula: C25H67FN5O14P2Si2
Source: OMol25
Level of theory: ωB97M-V/def2-TZVPD

Computed properties:
Energy in eV: -100179.508
LUMO level in Ha: 0.07730
HOMO level in eV: -4.882
HOMO-LUMO gap in eV: 6.99
Maximum force in eV/Å: 1.615

```
! RIJCOSX wB97M-V def2-TZVPD def2/J DEFGRID3
* xyz -1 1
P -1.51 1.49 3.57
P -1.56 -2.08 2.87
Si 1.66 1.15 1.42
Si -0.20 -0.27 3.00
F 3.09 0.48 1.29
O -2.44 -1.98 1.69
O 2.81 2.05 -8.64
O 1.26 -2.24 -8.04
O -0.79 -3.44 -0.79
O 0.47 0.03 1.50
O -5.24 1.39 0.61
O 2.72 3.51 6.04
O -2.35 -2.24 4.25
O 5.70 5.28 9.02
O -8.84 -0.20 -1.79
O 1.94 -1.47 3.95
O -0.65 -3.37 2.73
O 1.15 0.14 5.33
O 2.95 -4.97 -2.98
N 1.65 0.42 -6.42
N 4.38 2.52 8.30
N -2.84 1.41 2.70
N -6.73 -1.30 0.01
N 1.17 -2.59 -3.08
C 1.61 2.71 -8.99
C 3.60 3.08 5.03
C 5.04 2.95 9.53
C -8.13 -1.13 0.33
C 2.36 -5.65 -4.06
C 2.93 2.70 8.31
C 3.04 0.83 -6.55
C 1.72 -1.44 -9.11
C 4.98 5.70 7.88
C 2.52 -2.63 -2.55
C -9.00 -1.28 -0.89
C 0.24 -1.78 -2.29
C -0.07 -2.22 -0.87
C 0.00 -4.61 -0.81
C -6.18 1.90 -0.31
C -5.75 0.48 1.57
C -5.80 -0.96 1.09
C 1.46 -0.94 -5.94
C 4.99 4.43 9.90
C -8.20 -0.54 -3.00
C 2.34 2.46 6.93
C 1.96 -2.08 -6.82
C 3.37 -3.65 -3.28
C 1.16 -0.56 4.29
C 3.15 2.16 -7.26
H -10.05 -1.28 -0.58
H 1.19 -0.48 -9.16
H -2.39 -1.38 4.67
H 3.47 0.92 -5.56
H 3.20 2.20 4.50
H 0.61 -0.75 -2.26
H 3.04 -2.03 -7.00
H -0.83 2.71 3.39
H 1.79 -3.01 -6.26
H 4.20 2.49 -7.21
H -6.24 1.29 -1.21
H -1.78 1.37 4.96
H 2.61 1.49 6.53
H -0.71 -1.75 -2.84
H 1.92 -1.04 -4.96
H 3.35 -3.47 -4.36
H 4.59 2.82 5.42
H -5.84 2.89 -0.61
H 1.51 -1.98 -10.04
H -4.79 -1.23 0.76
H -0.54 -5.38 -0.25
H -6.50 -0.73 -0.79
H 4.64 2.37 10.36
H 0.82 -2.26 -0.24
H 4.40 -3.55 -2.94
H -8.70 -1.38 -3.49
H 1.19 0.52 -7.32
H 5.47 4.53 10.88
H 1.53 2.67 -10.08
H 0.39 -1.09 -5.79
H 0.97 -4.45 -0.34
H -6.02 -1.61 1.95
H 3.01 -5.64 -4.94
H -8.34 -0.13 0.76
H 5.37 6.68 7.59
H 1.68 2.01 2.61
H -6.72 0.84 1.94
H 1.43 1.94 0.19
H 5.13 5.03 7.03
H 2.64 3.72 8.62
H 6.10 2.68 9.44
H 2.98 -1.64 -2.67
H 3.71 3.90 4.32
H 4.77 3.04 7.53
H 0.73 2.23 -8.56
H 3.96 4.78 10.03
H 2.79 -1.26 -9.05
H 1.38 -5.23 -4.33
H 2.54 -2.88 -1.48
H 3.91 5.80 8.08
H -5.06 0.52 2.41
H -7.18 1.99 0.13
H 1.63 3.76 -8.68
H 2.49 1.99 9.01
H -8.42 -1.88 1.07
H -0.72 -1.46 -0.43
H -8.25 0.33 -3.66
H 0.81 -3.53 -3.13
H 2.54 2.92 -6.76
H -2.98 2.25 2.16
H -8.80 -2.24 -1.39
H 0.14 -4.99 -1.83
H -0.86 -3.71 1.84
H -7.14 -0.80 -2.85
H 1.25 2.48 7.01
H 3.63 0.10 -7.12
H 2.21 -6.69 -3.76
*
```

---

(2)
Formula: C2H3NO2
Source: OMol25
Level of theory: ωB97M-V/def2-TZVPD

Computed properties:
Energy in eV: -7706.197
LUMO level in Ha: -0.00511
HOMO level in eV: -9.678
HOMO-LUMO gap in eV: 9.54
Maximum force in eV/Å: 3.506

```
! RIJCOSX wB97M-V def2-TZVPD def2/J DEFGRID3
* xyz 0 1
O -1.21 -0.78 0.03
O 2.59 0.04 0.53
N 0.67 0.42 -0.70
C -0.61 0.31 -0.47
C 1.38 0.03 0.38
H 0.69 -0.27 1.25
H -2.17 -0.73 -0.05
H -1.33 0.98 -0.96
*
```

---

(3)
Formula: C4H6IrO2
Source: OMol25
Level of theory: ωB97M-V/def2-TZVPD

Computed properties:
Energy in eV: -11151.500
LUMO level (spin up / spin down) in Ha: -0.35237 / -0.48179
HOMO level (spin up / spin down) in eV: -16.238 / -18.921
HOMO-LUMO gap (spin up / spin down) in eV: 6.65 / 5.81
Maximum force in eV/Å: 6.295
Expectation value of S²: 8.7686

```
! RIJCOSX wB97M-V def2-TZVPD def2/J DEFGRID3
* xyz 2 6
Ir 0.91 -2.84 2.21
O -2.01 1.68 0.66
O 1.05 -1.46 0.95
C -0.83 1.08 0.43
C 1.01 0.07 -0.89
C -0.19 0.98 -0.77
C 0.66 -1.20 -0.19
H 1.20 -0.17 -1.95
H -0.04 -1.88 -0.70
H -0.66 1.36 -1.68
H -2.67 1.05 0.99
H -0.33 0.81 1.37
H 1.90 0.51 -0.43
*
```

---

(4)
Formula: CH4NOPS
Source: OMol25
Level of theory: ωB97M-V/def2-TZVPD

Computed properties:
Energy in eV: -24760.079
LUMO level (spin up / spin down) in Ha: -0.03794 / -0.04069
HOMO level (spin up / spin down) in eV: -8.477 / -8.125
HOMO-LUMO gap (spin up / spin down) in eV: 7.44 / 7.02
Maximum force in eV/Å: 3.084

```
! RIJCOSX wB97M-V def2-TZVPD def2/J DEFGRID3
* xyz 0 1
S -0.98 -0.85 1.63
P -0.91 -0.53 -1.34
O 0.71 0.91 1.27
N -0.61 -1.22 0.07
C 1.15 1.06 0.16
H -1.40 0.63 -0.78
H 1.92 0.45 -0.41
H 0.63 1.75 -0.55
H -0.50 -2.21 -0.05
*
```

---

What is the formula in the first record? C25H67FN5O14P2Si2

---

Which formula does entry 3 have? C4H6IrO2

---

Which value of energy does entry 2 give? -7706.197 eV